Record 1
Entry from OMol25: a structure of composition C30H24BLiN3O3PSe2 (wB97M-V/def2-TZVPD).

XYZ file:
```
65
Properties=species:S:1:pos:R:3:mulliken_charge:R:1
Li 1.181 2.168 0.158 0.8098
O 5.434 2.463 -0.105 -0.8191
C 4.207 2.732 -0.122 -0.0441
N 3.201 2.024 0.336 -0.2021
C 3.603 0.776 0.935 -0.5160
C 2.454 0.085 1.624 0.5050
C 2.671 -1.071 2.374 -0.8530
C 1.594 -1.721 2.940 -0.2179
C 0.319 -1.208 2.747 -0.4759
C 0.190 -0.053 1.999 -0.4010
N 1.232 0.590 1.466 -0.1479
C 3.796 4.038 -0.781 0.5182
C 4.605 4.565 -1.789 -0.5495
C 4.217 5.729 -2.422 -0.2214
C 3.037 6.346 -2.025 -0.5574
C 2.308 5.757 -1.004 -0.1872
N 2.672 4.636 -0.390 -0.2861
H 4.426 0.913 1.651 0.3156
H 3.999 0.076 0.183 0.1867
H 3.678 -1.456 2.475 0.3529
H 1.735 -2.636 3.505 0.4115
H -0.558 -1.707 3.136 0.4026
H -0.782 0.381 1.799 0.4530
H 5.516 4.037 -2.036 0.3905
H 4.818 6.151 -3.221 0.3755
H 2.682 7.253 -2.497 0.3453
H 1.374 6.197 -0.667 0.3767
Se -2.048 -1.502 -0.743 -0.4454
P -0.597 -3.061 -0.656 0.3235
Se 1.465 -2.619 -0.995 -0.5226
C -1.134 -4.434 -1.777 0.6013
C -0.255 -5.031 -2.670 -0.3805
C -0.682 -6.070 -3.490 -0.5007
C -1.989 -6.525 -3.417 -0.3487
C -2.875 -5.929 -2.526 -0.6449
C -2.451 -4.887 -1.718 -0.4559
C -0.763 -3.958 0.958 0.5254
C 0.294 -4.721 1.445 -0.4711
C 0.177 -5.399 2.650 -0.5725
C -0.999 -5.319 3.385 -0.3778
C -2.056 -4.558 2.906 -0.6282
C -1.937 -3.880 1.699 -0.3481
H 0.764 -4.664 -2.710 0.2399
H 0.012 -6.523 -4.189 0.3620
H -2.322 -7.336 -4.055 0.3349
H -3.902 -6.272 -2.469 0.3520
H -3.146 -4.394 -1.048 0.3010
H 1.219 -4.743 0.880 0.2912
H 1.012 -5.980 3.024 0.3821
H -1.086 -5.839 4.333 0.3630
H -2.972 -4.479 3.480 0.3537
H -2.738 -3.248 1.332 0.2791
O -1.493 3.961 -1.391 -0.6620
B -0.832 3.350 -0.253 0.0297
O -1.709 3.683 0.867 -0.6773
C -2.755 4.403 0.405 0.8019
C -3.825 4.934 1.093 -0.8735
C -4.776 5.652 0.360 -0.4318
C -4.644 5.822 -1.011 -0.4639
C -3.555 5.279 -1.702 -0.8578
C -2.623 4.573 -0.972 0.6659
H -3.919 4.793 2.162 0.4104
H -5.631 6.080 0.871 0.3304
H -5.397 6.379 -1.556 0.3387
H -3.441 5.399 -2.772 0.4119
```

The calculation puts the gap between HOMO and LUMO at 5.9134 eV. Its largest force on an atom is 0.341 eV/Å. For the energy, the calculation gives -182981.1320 eV. As for the net charge: -2.



Record 2
Entry from OMol25: a structure of composition C30H24ClLuNO3PS in a non-equilibrium geometry (wB97M-V/def2-TZVPD).

XYZ file:
```
62
Properties=species:S:1:pos:R:3:mulliken_charge:R:1
C 2.306 -1.122 1.162 -0.6951
C 2.120 -0.855 -0.239 -0.4990
C 2.039 0.567 -0.407 -0.2564
H 2.086 -1.596 -1.035 0.5037
C 2.173 1.181 0.876 -0.5910
C 2.317 0.136 1.859 -0.5069
H 2.529 0.298 2.919 0.5291
H 2.456 -2.099 1.620 0.4657
H 1.961 1.089 -1.359 0.4512
H 2.258 2.249 1.077 0.3857
Lu 0.095 -0.223 1.074 1.0912
Cl -1.177 1.789 0.453 -0.5804
P -1.332 0.274 -2.901 0.7293
C -0.428 1.635 -3.654 -0.0902
C 0.087 1.518 -4.960 -0.1955
H -0.010 0.572 -5.487 0.4176
C 0.729 2.606 -5.559 -0.5636
H 1.087 2.519 -6.589 0.3806
C 0.927 3.796 -4.854 -0.3802
H 1.417 4.646 -5.339 0.3606
C 0.515 3.887 -3.516 -0.6474
H 0.712 4.806 -2.964 0.4002
C -0.127 2.809 -2.907 -0.1460
H -0.390 2.851 -1.847 0.2426
C -0.913 -1.368 -3.563 0.1899
C 0.445 -1.747 -3.745 -0.4739
H 1.245 -1.067 -3.444 0.6022
C 0.762 -2.991 -4.290 -0.6904
H 1.803 -3.258 -4.473 0.3818
C -0.250 -3.910 -4.591 -0.4637
H -0.005 -4.867 -5.050 0.3652
C -1.577 -3.607 -4.262 -0.4776
H -2.358 -4.350 -4.430 0.3824
C -1.904 -2.372 -3.703 -0.5702
H -2.922 -2.175 -3.359 0.3587
C -3.088 0.569 -2.708 0.2586
C -3.752 1.273 -3.729 -0.4942
H -3.178 1.653 -4.567 0.3882
C -5.133 1.466 -3.652 -0.5142
H -5.645 1.972 -4.473 0.3703
C -5.856 1.030 -2.541 -0.4484
H -6.939 1.184 -2.498 0.3520
C -5.188 0.406 -1.476 -0.5092
H -5.760 0.100 -0.599 0.3878
C -3.813 0.183 -1.547 -0.1206
H -3.288 -0.261 -0.698 0.2487
O -0.822 -2.089 2.026 -0.9009
C -1.017 -1.416 3.112 1.2637
N -0.942 -0.079 2.990 -0.3297
S -1.130 0.867 4.390 1.0648
O 0.093 1.610 4.515 -0.5861
O -2.414 1.512 4.370 -0.6000
C -1.153 -0.659 5.335 0.2871
C -0.982 -0.780 6.708 -0.5893
C -0.808 -2.050 7.263 -0.4640
C -0.696 -3.172 6.430 -0.4963
C -0.817 -3.045 5.055 -0.6734
C -1.132 -1.788 4.520 0.0487
H -0.980 0.124 7.305 0.4153
H -0.736 -2.168 8.338 0.3915
H -0.496 -4.142 6.868 0.3909
H -0.650 -3.874 4.364 0.4486
```

The calculation puts the gap between HOMO and LUMO at 6.2996 eV. Its largest force on an atom is 3.314 eV/Å. For the energy, the calculation gives -105401.1939 eV.



Record 3
Entry from OMol25: a structure of composition C30H24ClNPV (wB97M-V/def2-TZVPD).

XYZ file:
```
58
Properties=species:S:1:pos:R:3:mulliken_charge:R:1
V 0.389 -0.818 0.143 -0.3975
N 0.107 -2.869 0.371 -0.3525
C 0.784 -3.513 -0.731 0.9299
C 0.076 -4.320 -1.611 -0.7027
C 0.735 -4.974 -2.638 -0.7486
C 2.105 -4.829 -2.780 -0.7359
C 2.805 -4.003 -1.916 -1.0113
C 2.162 -3.320 -0.883 0.7325
C 2.927 -2.344 -0.061 0.4856
C 4.236 -2.655 0.316 -0.7837
C 5.043 -1.698 0.909 -0.6791
C 4.552 -0.417 1.119 -0.7690
C 3.233 -0.126 0.802 0.0363
C 2.381 -1.078 0.232 0.4286
H -0.860 -3.176 0.406 0.2864
H 0.549 -3.134 1.248 0.3388
H -0.995 -4.444 -1.486 0.3572
H 0.177 -5.605 -3.317 0.3954
H 2.627 -5.340 -3.578 0.4125
H 3.866 -3.852 -2.060 0.5227
H 4.614 -3.655 0.143 0.5502
H 6.053 -1.953 1.202 0.3955
H 5.194 0.345 1.544 0.4075
H 2.856 0.870 1.014 0.3257
Cl 0.345 -0.432 2.392 -0.1593
C -0.277 1.155 2.771 0.6838
C -0.365 1.529 4.100 -0.7018
C -0.876 2.779 4.413 -0.4952
C -1.297 3.629 3.400 -0.8222
C -1.188 3.240 2.074 -0.1578
C -0.672 1.991 1.734 -0.2956
P -0.470 1.385 0.012 1.4231
C -1.977 0.354 -0.199 -0.0086
C -3.103 0.427 0.623 -0.3404
C -4.155 -0.454 0.436 -0.7013
C -4.096 -1.425 -0.559 -0.5973
C -2.981 -1.516 -1.376 -0.8335
C -1.920 -0.634 -1.194 -0.4773
C -0.806 2.882 -0.969 0.1415
C 0.182 3.868 -0.980 -0.1983
C -0.012 5.038 -1.695 -0.7182
C -1.185 5.221 -2.415 -0.4813
C -2.161 4.236 -2.420 -0.7913
C -1.976 3.065 -1.699 -0.3059
H -0.032 0.856 4.879 0.5220
H -0.943 3.090 5.446 0.3979
H -1.709 4.599 3.645 0.4321
H -1.506 3.913 1.288 0.4242
H -3.159 1.188 1.390 0.4772
H -5.028 -0.388 1.072 0.4367
H -4.929 -2.098 -0.710 0.4298
H -2.940 -2.260 -2.162 0.5353
H -1.082 -0.657 -1.892 0.7411
H 1.099 3.712 -0.424 0.3917
H 0.752 5.804 -1.699 0.4142
H -1.337 6.132 -2.980 0.3999
H -3.072 4.380 -2.986 0.4221
H -2.742 2.301 -1.706 0.3881
```

The calculation puts the gap between HOMO and LUMO (alpha / beta) at 7.8810 / 7.3080 eV. As for the spin multiplicity: 2. Its largest force on an atom is 0.897 eV/Å. For the energy, the calculation gives -80481.9317 eV. As for the net charge: +1.